Molecular formula: C30H33ClGeN3O3S2Sc
Method: DFT, ωB97M-V with the def2-TZVPD basis set

Summary:
F_max: 2.16 eV/Å
orbital gap: 5.38 eV

Atoms and positions in Å:
1 Sc 0.277 -0.892 -0.112
2 C 2.219 -3.897 2.198
3 C 2.186 -3.030 3.282
4 C 2.820 -1.797 3.201
5 C 3.468 -1.425 2.031
6 C 3.474 -2.278 0.931
7 C 2.866 -3.525 1.023
8 H 1.751 -4.871 2.273
9 H 1.679 -3.322 4.193
10 H 2.813 -1.126 4.053
11 H 3.968 -0.467 1.971
12 H 3.984 -1.992 0.019
13 H 2.920 -4.208 0.184
14 C -3.330 3.585 0.745
15 C -4.267 2.551 0.746
16 C -3.877 1.248 0.510
17 C -2.533 0.980 0.265
18 C -1.604 2.005 0.253
19 C -1.995 3.310 0.500
20 N -2.005 -0.333 0.054
21 N -2.809 -1.241 0.180
22 C -2.319 -2.570 0.131
23 C -3.284 -3.551 0.128
24 C -2.882 -4.879 0.116
25 C -1.531 -5.154 0.133
26 C -0.627 -4.098 0.149
27 N -1.006 -2.824 0.139
28 H -3.649 4.603 0.925
29 H -5.311 2.769 0.933
30 H -4.595 0.440 0.510
31 H -0.570 1.775 0.032
32 H -1.260 4.105 0.487
33 H -4.323 -3.252 0.126
34 H -3.611 -5.678 0.100
35 H -1.160 -6.168 0.117
36 H 0.434 -4.282 0.141
37 C 1.315 3.374 -1.063
38 Ge 0.654 2.107 -2.415
39 C 1.732 2.457 -4.023
40 C -1.196 2.477 -2.976
41 C 0.880 0.230 -1.949
42 H 1.173 4.405 -1.396
43 H 2.385 3.196 -0.931
44 H 0.840 3.258 -0.087
45 H 1.536 3.453 -4.431
46 H 1.491 1.716 -4.789
47 H 2.797 2.378 -3.796
48 H -1.229 3.371 -3.603
49 H -1.892 2.614 -2.149
50 H -1.541 1.628 -3.573
51 H 1.961 0.064 -1.887
52 H 0.535 -0.301 -2.837
53 C 0.053 -2.186 -5.425
54 O 0.739 -2.151 -4.171
55 C 0.539 -3.140 -3.296
56 S -0.482 -4.414 -3.611
57 S 1.441 -2.972 -1.829
58 H 0.316 -1.253 -5.919
59 H -1.023 -2.257 -5.275
60 H 0.381 -3.040 -6.014
61 Cl 0.652 5.440 5.202
62 C 0.700 3.993 4.246
63 C 1.783 3.770 3.408
64 C 1.814 2.617 2.642
65 C 0.775 1.699 2.725
66 C -0.304 1.935 3.571
67 C -0.348 3.089 4.334
68 C 0.772 0.501 1.852
69 O -0.056 -0.441 2.028
70 O 1.563 0.443 0.853
71 H 2.581 4.499 3.355
72 H 2.636 2.425 1.965
73 H -1.106 1.208 3.611
74 H -1.185 3.295 4.990

Atom charges from the Mulliken analysis, given in e for atoms 1 to 5:
1 Sc -0.480
2 C -0.387
3 C -0.528
4 C -0.440
5 C -0.195